The following is a DFT calculation (ωB97M-V/def2-TZVPD) of a structure of composition C29H25Br2F4I4NO6S2 in a non-equilibrium geometry.

```
73
Properties=species:S:1:pos:R:3:forces:R:3:lowdin_charge:R:1
C 2.08656 1.92176 2.19078 -0.204 0.322 -0.144 -0.01
C 0.63244 2.10188 1.75812 0.577 0.083 0.087 -0.31
F 0.08253 3.23402 2.33673 -0.133 0.024 0.071 0.02
C -0.31257 0.91197 1.93389 -0.250 0.179 -0.076 -0.02
C -1.05109 0.57709 0.78533 -0.011 -0.357 0.321 0.00
C -1.97972 -0.46445 0.79736 0.355 0.138 0.467 0.01
C -2.17271 -1.18666 1.96591 -0.096 -0.303 -0.239 -0.12
N -3.16499 -2.24339 1.93111 0.281 1.068 0.583 0.11
C -4.29835 -1.93304 2.25229 -0.065 -0.443 -0.537 -0.77
S -5.77456 -1.59454 2.56584 -0.185 -0.018 0.180 0.84
C -1.43949 -0.93342 3.14389 0.052 -0.044 -0.223 -0.17
C -1.82518 -1.88082 4.27052 0.171 0.256 0.672 -0.69
I -0.18003 -2.96724 5.13228 0.135 -0.133 -0.397 0.95
C -2.91403 -1.31840 5.25472 0.231 0.169 -0.198 -0.79
C -3.28137 0.14874 5.07203 -0.526 -0.022 0.461 -0.17
I -2.60459 -1.73726 7.33770 -0.311 0.148 0.061 0.84
C -0.52414 0.15501 3.11843 -0.023 -0.545 -0.626 -0.12
S 0.30546 0.63505 4.63669 -0.334 1.314 1.350 0.77
O 0.58570 2.03806 4.64640 0.130 -0.206 -0.680 -0.24
O -0.43339 0.17188 5.77309 0.097 -0.757 -0.469 -0.37
C 2.02701 -0.15590 4.78241 0.075 0.137 0.139 -0.70
F 2.28601 -1.03351 3.81670 -0.035 -0.165 -0.057 0.10
F 2.10703 -0.72421 5.97307 0.000 -0.170 -0.134 0.12
F 2.94709 0.80002 4.73662 -0.044 -0.008 -0.002 0.14
C -2.74550 -0.74632 -0.46254 0.342 0.275 0.131 -0.27
O -3.90476 -1.04950 -0.46505 -0.605 -0.366 0.016 0.16
C -1.95920 -0.58158 -1.70103 0.414 0.125 -0.350 -0.08
C -2.18627 -1.41389 -2.78624 0.205 0.473 -0.037 0.03
C -1.40776 -1.22522 -3.91218 0.136 0.161 0.115 0.00
C -0.40511 -0.24266 -3.98769 -0.312 -0.183 0.175 -0.22
C 0.34967 -0.26215 -5.30495 0.095 -0.035 0.122 -0.75
I -0.45648 1.17755 -6.69864 -0.106 -0.080 -0.034 0.94
C 1.87380 -0.24603 -5.29388 0.220 -0.225 -0.088 -0.79
C 2.46365 -1.20623 -4.25691 0.275 -0.290 -0.070 -0.21
I 2.54733 -0.92158 -7.25282 0.039 0.216 0.003 0.82
C -0.19649 0.62413 -2.89467 -0.035 -0.230 -0.395 -0.10
C 0.85288 1.70764 -2.90096 -0.427 0.243 0.445 -0.08
C 0.46142 2.99194 -3.64182 0.707 0.393 0.276 -0.18
O -0.83701 3.41766 -3.23463 0.205 -0.258 -0.341 -0.04
C -1.85075 3.24349 -4.10940 -0.343 0.193 0.024 -0.39
O -2.81330 2.60165 -3.84316 -0.450 -0.288 0.212 0.11
C -0.99715 0.43559 -1.75980 -0.125 -0.356 0.162 -0.03
C -0.95737 1.31427 -0.53163 -0.048 -0.505 -0.283 -0.26
O -0.95072 2.50847 -0.59872 0.091 0.591 0.094 0.17
H 2.74496 2.27157 1.40040 0.062 -0.121 -0.173 0.09
H 2.28955 2.54387 3.05086 -0.008 -0.143 0.272 0.08
H 2.30541 0.88183 2.39138 0.214 -0.115 0.033 0.06
H 0.67982 2.34037 0.70811 -0.238 -0.166 -0.121 0.11
H -2.29629 -2.71584 3.78423 -0.040 -0.113 -0.101 0.03
H -3.82115 -1.87839 5.05765 0.020 -0.261 -0.069 0.04
H -4.26379 0.28849 5.52075 -0.077 0.049 0.047 0.08
H -3.39748 0.41542 4.02380 0.145 0.031 -0.141 0.08
H -2.61269 0.83154 5.57993 0.210 0.043 -0.169 0.06
H -2.95320 -2.17054 -2.73500 -0.056 -0.074 -0.029 0.13
H -1.56871 -1.85985 -4.77195 -0.001 -0.074 -0.061 0.12
H 0.09638 -1.20365 -5.77641 -0.233 -0.049 -0.105 0.04
H 2.30165 0.74529 -5.21065 -0.066 0.118 -0.038 0.05
H 3.11268 -0.71360 -3.53748 -0.056 0.284 0.050 0.03
H 3.07781 -1.95363 -4.74534 0.119 -0.108 0.001 0.03
H 1.72799 -1.75907 -3.68086 -0.271 0.198 -0.229 0.00
H 1.82827 1.34275 -3.21426 -0.005 -0.020 -0.259 0.11
H 0.98307 2.03464 -1.87461 0.150 -0.109 0.157 0.11
H 1.15287 3.76099 -3.30101 0.041 0.122 -0.037 0.13
H 0.58771 2.92501 -4.71871 -0.366 -0.070 -0.127 0.05
H -1.80288 3.82233 -5.03785 0.479 0.039 -0.170 0.13
Br 4.95587 -0.22420 -1.12644 -0.072 0.038 0.057 0.63
C 4.35989 -1.64223 0.06705 0.236 0.146 -0.103 -0.68
C 3.57671 -2.68970 -0.66210 -0.257 -0.238 -0.091 -0.66
Br 1.77170 -2.09843 -1.10624 -0.023 0.011 0.455 0.71
H 3.78418 -1.17011 0.84975 -0.098 0.076 0.154 0.04
H 5.26728 -2.06907 0.48814 -0.011 -0.031 -0.020 0.06
H 3.44415 -3.57128 -0.03902 0.012 0.021 0.031 0.06
H 4.04306 -2.97608 -1.59957 0.028 -0.006 -0.001 0.06
```
Forces are in eV/Å.

Values from the calculation:
E_LUMO, eV: -1.575
Total charge: 0
Orbital gap, hartree: 0.26565
E_tot, eV: -249278.945